[1]
15
Properties=species:S:1:pos:R:3:forces:R:3 method="wB97M-V/def2-TZVPD" multiplicity=1 charge=0 e_above_lowest_kj_mol=178.4
S 2.98252 0.03054 -0.00633 0.0 -0.2 0.1
N -3.62202 -0.73606 0.43659 1.1 1.2 0.0
C -1.91595 1.13377 -0.20364 -0.9 -0.5 0.2
C 1.34396 -0.17675 0.79079 0.0 -0.3 -0.5
C -2.83193 0.08725 0.21328 -0.5 -1.1 -0.6
C -0.22222 -1.32970 -0.75452 0.4 0.8 1.2
C 0.15171 -0.19571 -0.12015 0.1 -1.2 -1.2
C -0.59570 1.06282 -0.33878 -0.2 -1.4 1.4
H 2.79535 1.21067 -0.59922 -0.2 0.2 0.0
H 1.15366 0.63962 1.46094 0.4 0.1 0.9
H -2.42135 2.05028 -0.39299 -0.2 0.8 0.1
H 1.43001 -1.16294 1.29196 -0.1 0.8 0.0
H -1.10119 -1.27986 -1.36403 -0.2 -0.4 -0.5
H 0.29746 -2.28523 -0.57525 -0.4 0.6 -0.2
H -0.09942 2.00109 -0.29817 0.7 0.6 -0.7

---

[2]
41
Properties=species:S:1:pos:R:3:forces:R:3 method="wB97M-V/def2-TZVPD" multiplicity=1 energy_ha=-2021.6624 charge=0
In 0.24251 -0.27539 0.13637 0.2 0.0 -0.4
S 1.75053 0.06575 -1.79666 -0.1 -0.1 0.2
O -5.31520 -5.08000 -0.47497 0.2 -0.1 0.0
O -1.72841 -0.27281 -0.43442 0.1 0.1 0.2
O 0.68155 -6.20584 -0.13518 0.1 0.3 -0.1
O 0.17646 -2.29475 0.54845 -0.1 0.0 0.1
O -3.28990 -0.63791 1.12348 0.2 -0.1 -0.2
O 1.40251 -4.61242 1.11773 -0.1 0.1 -0.1
O -4.03512 -6.80903 -0.33677 0.0 0.2 0.0
N 0.55680 -5.11879 0.40928 0.1 -0.6 0.3
N 1.06978 1.75765 0.60486 -0.4 -0.6 0.2
N -0.25674 0.23398 2.33120 0.0 0.0 -0.2
N -4.22648 -5.60621 -0.32013 -0.3 -0.2 0.0
N 3.01940 2.31880 -2.20154 0.0 0.0 0.0
N 1.86705 2.37111 -0.27405 0.3 0.7 -0.1
C -1.68920 -0.06394 4.20104 0.0 0.1 0.0
C 0.68015 2.34355 1.68042 0.4 0.3 -0.4
C -2.19869 -2.53078 0.21538 0.5 0.0 0.2
C -0.87481 -3.04531 0.35419 0.0 -0.4 -0.2
C -3.27179 -3.36579 0.02021 -0.2 -0.2 0.0
C -0.98197 -0.55379 3.11466 0.0 -0.1 0.1
C -1.62671 1.29166 4.46144 0.0 -0.1 0.0
C -3.08184 -4.73870 -0.09053 0.3 0.4 0.0
C -0.84212 2.10977 3.66003 0.1 0.0 -0.1
C -2.44841 -1.04708 0.34677 -0.6 0.1 0.1
C 2.20555 1.68688 -1.34352 -0.1 -0.2 0.1
C -0.74162 -4.46178 0.26640 -0.3 0.6 -0.1
C 1.06194 3.75559 1.98745 -0.1 -0.1 0.0
C -1.82238 -5.28545 0.02297 0.0 -0.2 0.0
C -0.16711 1.54898 2.58713 -0.2 -0.1 0.3
H -0.77117 3.16888 3.85971 0.0 0.0 0.0
H -4.27248 -2.96414 -0.04990 0.0 0.1 0.0
H 3.31455 3.25736 -1.99291 0.0 0.0 0.0
H -1.67672 -6.35130 -0.06611 0.0 0.0 0.0
H -2.18954 1.71510 5.28247 0.0 0.0 0.0
H 3.30896 1.87278 -3.05133 0.0 0.0 0.0
H -0.98239 -1.60807 2.87061 0.0 0.0 -0.1
H -2.28839 -0.72923 4.80404 0.0 0.0 0.0
H 1.99827 3.98270 1.48597 0.0 0.0 0.0
H 1.16304 3.92709 3.05671 0.0 0.0 0.0
H 0.29856 4.42910 1.58914 0.0 0.0 0.0

---

[3]
23
Properties=species:S:1:pos:R:3:forces:R:3 method="wB97M-V/def2-TZVPD" multiplicity=1 charge=0 e_above_lowest_kj_mol=99.7
C 0.83904 2.13654 -1.80987 0.2 -0.6 -0.1
C 2.62652 0.68326 1.18673 -0.4 0.4 0.4
C 2.28775 -0.64548 1.19724 -2.2 -0.6 -0.5
C 0.89764 -0.23807 -0.76557 0.8 -1.3 -0.4
C 2.22359 1.52022 0.13997 0.6 -1.0 -0.2
C -3.80298 -1.11190 0.48889 2.0 0.3 -0.3
C 1.28531 1.10364 -0.80888 0.8 0.4 0.5
C -2.25752 -1.30884 0.56934 -0.5 -1.2 0.8
C 1.46036 -1.12692 0.14799 1.0 1.1 0.4
H -4.00434 -0.30845 1.19350 -0.8 -0.1 -0.2
H -2.04143 -2.06663 1.33900 0.0 0.2 -0.1
H 3.09248 1.17817 2.02939 0.6 -0.3 0.0
H 0.38940 -0.75446 -1.57542 -0.5 0.7 -0.1
H 2.31546 -1.32996 2.03391 1.0 0.2 0.2
H 1.37745 -2.19814 0.04521 -0.6 -0.1 0.0
H -4.27130 -2.04669 0.74424 -0.5 -0.1 0.2
H -1.69803 -0.44484 0.90347 0.0 0.4 -0.4
H 2.89775 2.35490 -0.02393 -0.9 0.7 0.1
H -4.04178 -0.86302 -0.54487 -0.4 0.3 0.2
H -1.84698 -1.73680 -0.33502 0.2 0.2 -0.3
H 0.12692 2.80863 -1.33054 -0.1 0.0 -0.3
H 0.43695 1.67652 -2.71178 -0.3 0.1 0.1
H 1.70772 2.71830 -2.11300 0.0 0.2 0.0

---

[4]
119
Properties=species:S:1:pos:R:3:forces:R:3 method="wB97M-V/def2-TZVPD" multiplicity=1 energy_ha=-5142.7714 charge=-1
Tl 0.78433 0.15070 -0.47123 0.2 -0.3 0.4
Cl 2.16831 3.63815 -0.11217 0.4 0.3 -0.3
S 0.29503 3.41079 -2.33774 -0.6 0.1 0.1
S 3.51130 0.58067 -0.84666 -0.5 0.0 0.1
S 3.80990 0.35188 -3.83402 -0.1 -0.1 -0.1
P 0.29355 2.47817 0.97703 -0.6 -0.3 0.1
P -1.39564 0.41109 -2.45383 0.2 0.1 -0.5
O 0.98807 4.49178 -3.05978 0.4 0.3 -0.2
O 0.16618 -1.94925 -1.58153 0.4 0.6 0.0
O 5.59674 -0.32668 -2.15401 0.0 0.0 0.1
O -1.26559 -1.01962 0.47844 -0.2 -0.2 0.3
N 1.34826 -0.45017 1.60009 0.2 0.1 0.0
C -1.20607 1.80601 1.89911 0.0 -0.1 0.0
C 4.35933 -1.11448 5.08710 0.0 0.0 0.0
C -2.38816 1.64243 1.17693 0.1 -0.1 0.1
C -4.10121 0.75153 -1.76931 0.1 -0.1 -0.1
C 0.07680 -2.35294 -5.83583 0.0 0.0 0.0
C -0.40996 -5.49338 -1.63542 0.0 0.1 0.0
C 2.88955 3.37816 4.70107 0.0 0.0 0.0
C -0.90646 -0.68241 -3.84017 0.0 -0.2 0.1
C -4.53069 -1.94799 -1.30893 0.0 -0.1 0.0
C -3.55095 1.20756 1.78569 -0.1 0.0 -0.1
C -0.23650 -3.09549 -1.18013 0.0 -0.3 0.2
C 0.04547 -4.24814 -1.97502 0.0 0.0 -0.1
C 2.85936 -2.71048 0.11439 0.0 0.0 0.0
C -3.28313 -1.50671 -1.71815 0.0 0.1 0.0
C 3.18485 -3.92316 -0.47198 0.0 -0.1 0.0
C -0.98497 -3.31613 0.02142 0.3 0.1 -0.4
C -1.81856 1.87697 -3.49994 0.0 0.0 0.2
C -3.06066 -0.15461 -1.97309 0.0 0.0 0.2
C 4.34372 0.15706 -2.28761 0.0 -0.1 -0.2
C -1.41025 -4.61404 0.35069 -0.1 0.0 0.0
C 2.44106 -3.83098 2.19407 0.0 0.1 -0.1
C -1.15536 -5.68971 -0.46293 -0.1 -0.1 0.1
C -0.70319 4.26944 -1.05285 0.1 -0.3 0.3
C 3.12313 -5.09422 0.26782 0.1 0.0 -0.1
C 2.48117 -2.65064 1.45041 0.0 -0.1 0.0
C -3.55677 0.92273 3.14421 0.0 0.0 0.1
C 2.15144 -0.49535 5.79543 0.0 0.0 0.0
C -2.38606 1.05847 3.87336 0.0 -0.1 0.1
C -0.71474 3.87459 0.29059 0.2 0.1 -0.2
C -3.12772 2.70861 -5.36106 -0.1 -0.1 0.0
C 3.32643 2.51899 3.70183 0.0 0.0 0.1
C 0.86945 3.77713 3.45633 0.0 0.0 -0.1
C -1.12392 3.08006 -3.46964 0.1 -0.2 0.1
C -2.82119 1.70696 -4.46124 0.0 0.1 0.0
C 3.87658 -1.38365 3.81465 -0.1 0.0 0.1
C -1.54024 4.57585 1.17119 0.0 0.1 -0.1
C -1.41072 5.38909 -1.45671 0.0 0.0 -0.1
C 3.49898 -0.66589 6.07929 0.0 0.0 0.0
C 2.05172 -1.36665 2.10428 -0.1 -0.1 -0.3
C 2.52766 -1.19674 3.52178 0.0 0.1 0.0
C 1.66675 4.01313 4.56997 0.0 0.1 0.0
C 2.74860 -5.04550 1.60232 0.0 -0.1 0.1
C -2.39205 3.88735 -5.35529 0.0 0.0 0.1
C -1.38510 4.05600 -4.42520 0.1 0.2 -0.1
C -2.26402 5.68063 0.75728 0.0 0.0 0.0
C -1.64730 -2.46205 2.32175 0.0 0.1 0.0
C -5.57019 -1.04550 -1.13684 0.0 0.0 0.0
C -1.21797 1.48403 3.25188 0.0 -0.1 -0.1
C -2.18484 6.10340 -0.55918 0.0 0.0 0.0
C 1.29383 2.90783 2.46045 0.1 -0.1 0.0
C -1.25524 -2.42427 -5.46129 -0.1 0.0 0.0
C -5.34913 0.30539 -1.36109 0.0 0.1 0.0
C 0.43027 -0.61605 -4.22043 -0.1 0.1 0.1
C 2.53929 2.29266 2.58817 -0.1 0.0 0.1
C 6.15992 -0.51768 -0.85935 -0.1 0.0 0.2
C 1.67087 -0.75355 4.52138 -0.1 0.0 0.0
C -1.75400 -1.58106 -4.47785 0.0 0.0 0.0
C 0.92068 -1.44267 -5.21461 0.0 0.1 -0.1
C -1.28530 -2.18425 0.87931 -0.1 0.1 0.2
H 1.32615 4.69918 5.33639 0.0 0.0 0.0
H -1.34094 5.71279 -2.48604 0.0 0.0 0.0
H 1.96829 -1.38784 -5.47909 0.0 0.0 0.0
H 3.50527 3.56124 5.57343 0.0 0.0 0.0
H -2.47277 -2.20898 -1.84019 0.0 -0.1 0.0
H 4.28229 2.01948 3.79956 0.0 0.0 0.0
H 2.91517 -1.80633 -0.47284 0.0 0.0 0.0
H -3.92111 2.55943 -6.08292 0.0 0.0 0.0
H 2.15166 -3.79411 3.23760 0.0 0.0 0.0
H -2.79792 -1.65180 -4.20331 0.0 0.0 0.0
H 4.55048 -1.72266 3.03706 0.0 0.0 0.0
H 3.87976 -0.44320 7.06854 0.0 0.0 0.0
H 1.47504 -0.14359 6.56480 0.0 0.0 0.0
H -2.68898 -2.78942 2.37778 0.0 0.0 0.0
H -2.89552 6.20765 1.46176 0.0 0.0 0.0
H -2.38952 1.86335 0.11506 -0.1 0.0 0.0
H 7.15894 -0.91373 -1.02865 0.0 0.0 -0.1
H 6.21645 0.42538 -0.31388 0.0 0.0 0.0
H -3.36180 0.77002 -4.50113 0.0 0.0 0.0
H 0.61238 -4.08635 -2.88473 0.0 0.0 0.0
H -3.94070 1.80787 -1.94473 0.0 0.0 0.0
H -4.68785 -3.00381 -1.12464 0.0 0.0 0.0
H 2.89278 1.64830 1.79757 0.1 -0.1 0.0
H -2.37857 0.83067 4.93371 0.0 0.0 0.0
H -0.74685 4.93071 -4.44194 0.0 0.0 0.0
H 0.46017 -3.01609 -6.60172 0.0 0.0 0.0
H -4.46442 0.58318 3.62886 0.0 0.0 0.0
H 5.56638 -1.22284 -0.27451 0.0 0.0 0.0
H 3.37275 -6.04252 -0.19187 0.0 0.0 0.0
H -1.63061 4.23495 2.19245 -0.1 0.1 0.0
H -1.52481 -6.67523 -0.20983 0.0 0.0 0.0
H -0.30639 1.57597 3.82509 0.0 0.0 0.1
H 5.41205 -1.25376 5.30181 0.0 0.0 0.0
H 1.10629 0.06306 -3.71081 0.1 0.0 -0.1
H -1.00765 -3.23368 2.74984 0.0 0.0 0.0
H -0.08282 4.28349 3.38150 0.0 0.0 0.0
H -1.54907 -1.54202 2.88776 0.0 0.2 0.0
H -0.18534 -6.33985 -2.27490 0.0 0.0 0.0
H -6.54855 -1.39130 -0.82718 0.0 0.0 0.0
H 0.62392 -0.61447 4.28464 0.0 0.1 0.0
H -4.45514 1.08286 1.20221 0.0 0.0 0.0
H 3.47877 -3.95149 -1.51337 0.0 0.0 0.0
H -1.90925 -3.15783 -5.91762 0.0 0.1 0.0
H -2.59173 4.66064 -6.08631 0.0 0.0 0.0
H -6.14850 1.02220 -1.21761 0.0 0.0 0.0
H -1.99401 -4.75882 1.25181 0.0 0.0 0.0
H 2.69713 -5.95755 2.18491 0.0 0.0 0.0
H -2.73609 6.97364 -0.89197 0.0 0.0 0.0